Entry 1:
# C3H3NO

C3H3NO in the gas phase at a distorted geometry (ωB97M-V with the def2-TZVPD basis set, OMol25).

Each line ends with the Löwdin charge.
Cartesian coordinates (Å):
C  0.6842  0.2249  0.6746  -0.0121
C  -0.3764  -0.5345  -0.0709  -0.4466
O  -0.7955  -1.6143  0.2634  0.1200
C  -0.9342  0.1149  -1.2812  -0.1176
N  -1.3630  0.6003  -2.2397  0.1735
H  0.2003  0.8225  1.4550  0.0995
H  1.3227  -0.5123  1.1646  0.0926
H  1.2620  0.8986  0.0341  0.0908

Cartesian forces (eV/Å) of the 3 atoms listed first:
C 0.1 -0.1 0.1
C -0.1 -0.4 0.2
O 0.2 0.5 -0.2

Values from the calculation:
Spin multiplicity = 1
Structure (SMILES) = CC(=O)C#N
HOMO = -11.293 eV
HOMO-LUMO gap = 10.90 eV
Relative energy (zero: lowest compared OMol25 entry of this formula, charge and spin) = 23.5 kJ/mol

Entry 2:
# C5H15N2S

A 2-piece molecular cluster, C5H15N2S overall at a distorted geometry (ωB97M-V with the def2-TZVPD basis set, OMol25).

Each line ends with the Löwdin charge.
Cartesian coordinates (Å):
C  0.7735  -1.7828  -0.6383  -0.1381
C  -0.6518  -2.0049  -0.2446  -0.2267
C  -1.6903  -1.3820  -0.8287  -0.2745
N  -3.0384  -1.7061  -0.6107  0.0376
H  1.3619  -1.4253  0.2179  0.0478
H  1.2501  -2.7313  -0.9306  0.0785
H  0.8869  -1.0613  -1.4510  0.0665
H  -0.8927  -2.7360  0.5192  0.1016
H  -1.5172  -0.6689  -1.6268  0.1129
H  -3.6087  -0.9209  -0.8904  0.0694
H  -3.2041  -2.0207  0.3336  0.0754
C  0.4287  1.9694  0.7704  -0.3485
C  1.7341  1.6409  0.1000  -0.5960
S  2.5821  3.1374  -0.5294  0.6719
N  -0.3247  0.7595  1.2497  0.0424
H  -0.2897  2.4542  0.1060  0.0930
H  0.5604  2.6085  1.6444  0.0849
H  1.5595  0.9552  -0.7274  0.0455
H  2.4152  1.1525  0.8229  0.0687
H  3.2660  2.4509  -1.4621  -0.1441
H  -1.2144  1.0627  1.7503  0.0162
H  0.1828  0.1726  1.9520  0.0443
H  -0.5693  0.0763  0.4735  0.0711

Cartesian forces (eV/Å) of the 3 atoms listed first:
C 0.4 -0.4 0.4
C -0.7 0.4 -0.6
C 0.3 -1.1 0.0

Values from the calculation:
Spin multiplicity = 2
⟨S²⟩ = 0.751
HOMO (spin up / spin down) = -3.440 / -8.655 eV
HOMO-LUMO gap (spin up / spin down) = 4.07 / 9.20 eV
Relative energy (zero: lowest compared OMol25 entry of this formula, charge and spin) = 220.7 kJ/mol

Entry 3:
# C3H8N

An isolated ion of composition C3H8N and charge +1 at a distorted geometry (ωB97M-V with the def2-TZVPD basis set, OMol25).

Each line ends with the Löwdin charge.
Cartesian coordinates (Å):
C  1.1445  -0.4634  0.8027  0.1177
C  0.0211  -0.1468  0.1918  -0.3232
C  -1.0237  0.8501  0.6166  -0.0280
N  -0.0076  -0.2986  -1.3089  0.2271
H  1.9051  -1.0352  0.2840  0.0856
H  1.4478  -0.0870  1.7696  0.1009
H  -1.1168  0.8948  1.6981  0.0999
H  -1.9828  0.5925  0.1645  0.0918
H  -0.7019  1.8464  0.3092  0.1011
H  -0.7628  -0.9432  -1.5684  0.1813
H  -0.1767  0.5970  -1.7714  0.1766
H  0.8913  -0.6601  -1.6378  0.1692

Cartesian forces (eV/Å) of the 3 atoms listed first:
C 0.5 -0.2 -0.5
C 0.5 2.0 -0.1
C 0.2 -0.5 0.1

Values from the calculation:
Spin multiplicity = 1
Total charge = +1
Structure (SMILES) = C=C(C)[NH3+]
HOMO = -15.295 eV
HOMO-LUMO gap = 11.30 eV
Relative energy (zero: lowest compared OMol25 entry of this formula, charge and spin) = 22.7 kJ/mol

Entry 4:
# C6H12

A 2-piece molecular cluster, C6H12 overall at a distorted geometry (ωB97M-V with the def2-TZVPD basis set, OMol25).

Each line ends with the Löwdin charge.
Cartesian coordinates (Å):
C  2.7561  2.2482  -0.1965  -0.0282
C  1.8062  1.6804  0.5641  -0.2401
C  2.1555  0.5851  1.6340  -0.1048
H  2.6126  3.0184  -0.9616  0.0555
H  3.6166  1.6057  -0.0964  0.0352
H  0.6977  1.8499  0.5889  0.0947
H  1.5910  -0.2353  1.4762  -0.0045
H  1.8317  0.9736  2.6252  0.0823
H  3.2449  0.2537  1.3291  0.1080
C  -2.5584  -0.2839  -1.6177  -0.0271
C  -1.7593  -1.1031  -0.8974  -0.2501
C  -2.3308  -2.2403  -0.0873  -0.1332
H  -2.2416  0.7025  -1.9142  0.0432
H  -3.3401  -0.7674  -2.1166  0.0309
H  -0.6691  -0.7778  -0.8159  0.1020
H  -2.7081  -1.7376  0.8778  0.1004
H  -1.5731  -2.9657  0.2256  0.0551
H  -3.1318  -2.8063  -0.6172  0.0806

Cartesian forces (eV/Å) of the 3 atoms listed first:
C -1.6 -1.3 0.5
C -0.9 -0.6 1.0
C 2.7 3.1 -1.9

Values from the calculation:
Spin multiplicity = 1
Structure (SMILES) = C=CC.C=CC
HOMO = -9.187 eV
HOMO-LUMO gap = 10.20 eV
Relative energy (zero: lowest compared OMol25 entry of this formula, charge and spin) = 333.6 kJ/mol

Entry 5:
# C20H40BrCl7O2

A 4-piece molecular cluster, C20H40BrCl7O2 overall (ωB97M-V with the def2-TZVPD basis set, OMol25).

Each line ends with the Löwdin charge.
Cartesian coordinates (Å):
C  6.7462  -3.6099  0.0469  -0.1128
C  5.5262  -4.4851  -0.2333  -0.2832
C  4.2089  -3.7302  -0.4433  -0.6543
Cl  2.8362  -4.7941  0.0128  0.6288
C  4.1192  -2.4457  0.3607  -0.2800
O  2.8612  -1.8548  0.1666  -0.1561
C  2.5422  -0.8835  1.1399  -0.1903
C  1.4406  -0.0074  0.5804  -0.3913
O  0.2235  -0.7073  0.7226  -0.1076
C  -0.6108  -0.7914  -0.4200  -0.2080
C  -1.7419  -1.7427  -0.0967  -0.1444
C  -2.7623  -1.1620  0.8998  -0.4098
C  -2.4614  -1.6096  2.3343  -0.0718
C  -4.2099  -1.5111  0.5291  -0.0941
C  1.4148  1.3802  1.2029  -0.6279
Br  1.3900  1.2757  3.1635  0.7412
C  0.2607  2.2527  0.7531  -0.3012
C  0.3938  3.7190  1.1761  -0.1398
H  6.7044  -3.1655  1.0411  0.0729
H  6.8528  -2.7984  -0.6747  0.0750
H  7.6510  -4.2145  -0.0077  0.0725
H  5.7232  -5.0918  -1.1181  0.1066
H  5.3821  -5.1867  0.5886  0.0925
H  4.0686  -3.5128  -1.5007  0.1073
H  4.8978  -1.7529  0.0165  0.1288
H  4.2901  -2.6698  1.4218  0.1361
H  3.4207  -0.2708  1.3880  0.1298
H  2.1942  -1.3664  2.0590  0.1251
H  1.6836  0.1442  -0.4822  0.1256
H  -1.0274  0.1905  -0.6787  0.1138
H  -0.0332  -1.1345  -1.2875  0.1301
H  -2.2365  -1.9902  -1.0392  0.1111
H  -1.2987  -2.6502  0.3194  0.1226
H  -2.6585  -0.0707  0.8938  0.1227
H  -1.6016  -1.0776  2.7433  0.0695
H  -3.3174  -1.4244  2.9875  0.0474
H  -2.2544  -2.6820  2.3645  0.0815
H  -4.3370  -1.5922  -0.5519  0.0680
H  -4.5260  -2.4448  0.9985  0.0345
H  -4.8952  -0.7369  0.8792  0.0588
H  2.3572  1.8758  0.9665  0.0883
H  -0.6703  1.8251  1.1279  0.1025
H  0.2163  2.1852  -0.3388  0.0898
H  0.1232  4.3839  0.3582  0.0440
H  1.4165  3.9462  1.4785  0.0490
H  -0.2482  3.9626  2.0223  0.0691
Cl  2.6089  5.3031  -0.8825  0.5798
C  2.4344  4.8753  -2.6045  -0.6549
C  1.8021  3.5152  -2.7611  -0.6704
Cl  2.8662  2.2050  -2.1625  0.5784
H  3.4201  4.9142  -3.0605  0.0710
H  1.7924  5.6254  -3.0632  0.0357
H  1.5974  3.3043  -3.8076  0.0268
H  0.8745  3.4559  -2.1955  0.0535
Cl  -1.4675  7.0949  -3.2280  0.5439
C  -2.1591  6.3162  -4.6750  -0.6605
C  -1.5853  4.9393  -4.8889  -0.6353
Cl  0.1446  5.0107  -5.3290  0.5910
H  -1.9629  6.9636  -5.5254  0.0679
H  -3.2338  6.2411  -4.5200  0.0743
H  -2.1023  4.4364  -5.7035  0.0745
H  -1.6685  4.3388  -3.9866  0.0681
Cl  -6.2854  -1.7953  3.4004  0.5746
C  -7.2059  -3.2606  3.8274  -0.6548
C  -6.3059  -4.4585  3.9911  -0.6603
Cl  -5.5799  -4.9679  2.4443  0.5463
H  -7.9438  -3.4241  3.0465  0.0675
H  -7.7166  -3.0592  4.7675  0.0716
H  -6.8857  -5.3002  4.3658  0.0714
H  -5.4925  -4.2474  4.6803  0.0680

Cartesian forces (eV/Å) of the 3 atoms listed first:
C 0.0 0.0 0.0
C 0.0 -0.1 0.0
C 0.2 0.1 0.1

Values from the calculation:
Spin multiplicity = 1
Structure (SMILES) = CC[C@@H](Cl)COC[C@@H](OCCC(C)C)[C@H](Br)CC.ClCCCl.ClCCCl.ClCCCl
HOMO = -9.367 eV
HOMO-LUMO gap = 9.78 eV

| no. | energy (eV) |
| --- | --- |
| 1 | -6696.2486 |
| 2 | -19239.8701 |
| 3 | -4723.1918 |
| 4 | -6413.4830 |
| 5 | -183184.0464 |